(1)
{
  "formula": "C28H37BrF3N2O4P",
  "method": "ωB97M-V/def2-TZVPD",
  "symbols": ["C", "C", "C", "C", "C", "C", "C", "C", "C", "C", "C", "C", "O", "C", "C", "C", "C", "F", "C", "F", "F", "C", "P", "C", "O", "C", "N", "C", "C", "C", "C", "C", "C", "C", "Br", "N", "C", "O", "O", "H", "H", "H", "H", "H", "H", "H", "H", "H", "H", "H", "H", "H", "H", "H", "H", "H", "H", "H", "H", "H", "H", "H", "H", "H", "H", "H", "H", "H", "H", "H", "H", "H", "H", "H", "H", "H"],
  "xyz": [[6.021088, 0.390167, -0.911915], [5.500402, 1.807907, -1.222261], [4.688722, 1.826207, -2.512231], [3.714170, 3.018443, -2.581309], [2.296305, 2.687830, -2.087105], [2.275724, 2.181866, -0.645955], [0.922655, 2.054712, -0.018249], [0.000114, 0.948945, -0.125638], [0.196850, -0.217811, -0.946255], [1.329758, -0.422633, -1.903101], [0.890660, -0.219339, -3.370735], [-0.143575, 0.837293, -3.600733], [-0.360593, -0.646035, -3.724445], [-0.730862, -1.252061, -0.869909], [-0.563499, -2.560536, -1.635964], [-0.147987, -3.716005, -0.717967], [1.176984, -3.521980, -0.058052], [1.416965, -2.395495, 0.640351], [2.157964, -4.409843, -0.064881], [3.307371, -4.208945, 0.545381], [2.091794, -5.589808, -0.646018], [-1.903440, -1.186818, -0.056176], [-3.302370, -2.403384, 0.105118], [-2.985553, -3.171189, 1.767696], [-3.101735, -3.702938, -0.914979], [-2.126015, -0.049922, 0.686048], [-3.290951, 0.050344, 1.517460], [-3.012316, -0.050606, 2.956269], [-4.166321, 0.600101, 3.761908], [-5.116615, -0.458993, 4.321627], [-6.035282, -1.071966, 3.231771], [-1.179644, 1.011053, 0.650553], [-1.452459, 2.158673, 1.442868], [-0.564387, 3.178441, 1.437927], [-0.958955, 4.706764, 2.475329], [0.590992, 3.100332, 0.736036], [1.525282, 4.354849, 0.860833], [1.164354, 5.306475, 0.203083], [2.479821, 4.152801, 1.595208], [6.724057, 0.095244, -1.688031], [6.471643, 0.343918, 0.074057], [5.176780, -0.299294, -0.957201], [6.374915, 2.445993, -1.341047], [4.937344, 2.134211, -0.352938], [5.359170, 1.905028, -3.366302], [4.097472, 0.916452, -2.640684], [3.600579, 3.331619, -3.619593], [4.084255, 3.896696, -2.051998], [1.738873, 3.625680, -2.101044], [1.859299, 2.015239, -2.816674], [2.783657, 1.228625, -0.500589], [2.909580, 2.856169, -0.084377], [2.209312, 0.199974, -1.862237], [1.689760, -1.444204, -1.846109], [1.671451, -0.287257, -4.114082], [-0.926762, 0.990359, -2.872822], [-0.329199, 1.192512, -4.603009], [0.163944, -2.499272, -2.427630], [-1.512264, -2.734878, -2.128132], [-0.863880, -3.918515, 0.075891], [-0.056068, -4.622097, -1.312275], [-3.141839, -4.246686, 1.694486], [-2.013790, -2.925372, 2.183131], [-3.788286, -2.808589, 2.399957], [-3.119468, -4.539753, -0.441177], [-3.730008, 0.936782, 1.308117], [-2.941988, -1.074125, 3.297317], [-2.073958, 0.437862, 3.234506], [-3.749099, 1.198613, 4.568997], [-4.732900, 1.251416, 3.094581], [-5.749086, -0.019260, 5.089625], [-4.549458, -1.255858, 4.799707], [-5.804110, -0.668558, 2.251457], [-5.958154, -2.155890, 3.219144], [-7.068739, -0.854740, 3.489477], [-2.348448, 2.235065, 2.025917]],
  "atomic_forces_ev_per_a": [[-0.4803, 0.5214, -0.4177], [0.5371, -1.1299, 0.0663], [-0.3822, 1.0309, 0.1302], [-0.3097, -0.1841, -0.1672], [0.4600, 0.5548, -0.1037], [0.5074, -0.6974, -0.1818], [-0.3929, 0.2769, 0.2385], [0.4312, -0.0054, -0.3567], [-0.3095, -0.2586, 0.5460], [0.2620, -0.3769, -1.5704], [-0.5313, 1.5143, 1.4775], [-1.4539, -2.5863, -0.9553], [0.0132, -0.6149, -0.8389], [0.1536, -0.1761, -0.3417], [0.1603, 0.4881, 0.3902], [0.1696, 0.1078, 0.1968], [0.2910, -0.5181, -0.3337], [-0.1976, 0.1931, 0.1028], [-0.1296, 0.4533, 0.1798], [0.1559, -0.2349, -0.0204], [0.1315, -0.1332, -0.1107], [0.5447, -0.1397, 0.2905], [-1.2866, 0.5410, -0.0033], [-0.1779, 0.1987, -0.4946], [0.2748, 0.0776, 0.0476], [0.1907, -0.3549, -0.1935], [0.6649, -0.3767, -0.2682], [-0.5932, 0.9427, 0.5561], [0.2502, -0.6837, -0.0740], [-0.4145, 0.0383, -0.3908], [0.1127, 0.0920, 0.7144], [-0.4248, 0.3219, 0.4352], [0.6196, -0.0492, -0.5589], [-0.5985, -0.0473, 0.3099], [0.2069, -0.1617, -0.1433], [-0.6919, -0.2653, 0.0114], [2.0066, 1.5737, 0.3396], [-0.8239, -0.4017, -0.5371], [-0.3992, -0.6159, 0.2612], [0.2040, -0.1960, 0.1051], [0.1934, -0.1224, 0.0192], [0.0356, -0.1973, 0.1636], [-0.1286, 0.3519, 0.1329], [-0.1359, 0.3246, -0.0764], [0.1497, -0.2530, -0.0352], [0.1418, -0.2148, 0.0378], [0.0222, 0.0504, -0.0942], [0.2245, -0.0695, 0.1640], [-0.2458, -0.0416, -0.0884], [-0.2735, -0.1171, 0.1553], [0.0090, -0.0901, -0.2490], [-0.3484, 0.2345, 0.3479], [-0.1101, 0.0714, 0.6615], [0.1748, -0.1366, 0.2659], [0.2324, -0.1856, -0.1719], [0.6398, 1.3727, 0.5394], [0.4454, 0.8008, 0.0835], [0.1312, 0.1108, -0.1287], [0.0157, -0.4338, -0.0073], [-0.2675, 0.1214, -0.0424], [-0.1320, -0.1265, -0.0088], [0.2208, -0.1300, -0.0167], [0.0849, -0.1485, 0.1340], [0.0429, 0.1205, 0.2628], [0.1396, -0.0578, -0.0253], [-0.2845, -0.0191, 0.1734], [0.1720, -0.3307, -0.3141], [0.1255, -0.0212, -0.1347], [-0.0061, 0.1032, 0.0367], [-0.0188, 0.2557, 0.1077], [0.0457, 0.0763, 0.1465], [0.1630, 0.0489, 0.1540], [-0.0435, -0.1212, -0.1848], [0.0765, -0.1115, -0.2143], [-0.1482, 0.0814, -0.2509], [-0.0940, 0.0849, 0.1198]],
  "mulliken_charge": [-1.308, -0.226, -0.581, -1.357, 0.005, -1.285, -0.320, 0.377, 1.300, 0.053, -0.082, -0.764, -0.491, -0.001, -1.725, -0.423, 0.022, -0.312, 0.477, -0.237, -0.252, 0.668, -0.128, -0.907, -0.439, -0.951, -0.069, -0.436, -0.943, -0.566, -1.071, 1.688, -1.148, -0.607, -0.133, 0.288, 0.269, -0.623, -0.673, 0.365, 0.379, 0.207, 0.472, 0.076, 0.489, 0.185, 0.486, 0.474, 0.543, -0.094, 0.398, 1.459, -1.390, 0.432, 0.577, 0.219, 0.461, 0.629, 0.551, 0.202, 0.420, 0.511, 0.391, -0.160, 0.300, 0.526, 0.347, 0.402, 0.390, 0.422, 0.412, 0.333, 0.305, 0.241, 0.362, 0.593],
  "homo_energy_ev": -8.46,
  "orbital_gap_ev": 7.65,
  "max_force_ev_per_a": 3.12
}

=====

(2)
{
  "formula": "C3H3ClOS",
  "method": "ωB97M-V/def2-TZVPD",
  "symbols": ["C", "C", "C", "O", "S", "Cl", "H", "H", "H"],
  "xyz": [[0.640533, -0.551111, 0.017887], [1.075905, 0.891789, 0.037184], [-1.694459, -0.078403, -0.501415], [0.563117, 1.704927, 0.709332], [-0.961733, -0.616795, 0.872309], [-3.402466, -0.176114, -0.415031], [1.444749, -1.127131, 0.718022], [0.329331, -0.952878, -1.008220], [2.005024, 0.905716, -0.430071]],
  "atomic_forces_ev_per_a": [[0.0402, -1.5151, 1.2262], [-0.1846, -2.9496, 0.4003], [-0.9564, -0.0881, -0.6038], [-0.6570, 2.2059, 0.7368], [0.1223, -0.5265, 0.1676], [-0.3331, 0.2223, 0.1542], [-1.6949, 0.9508, -2.1488], [1.4914, 0.3420, 1.4333], [2.1720, 1.3584, -1.3657]],
  "mulliken_charge": [-0.567, 0.130, -0.195, -0.400, 0.030, -0.113, 0.325, 0.394, 0.396],
  "de_lowest_kcal_mol": 73.08,
  "homo_energy_ev": -8.92,
  "orbital_gap_ev": 8.63,
  "max_force_ev_per_a": 2.98
}